117
Properties=species:S:1:pos:R:3:forces:R:3:lowdin_charge:R:1 method="wB97M-V/def2-TZVPD" total_charge=+1 orbital_gap_ev=3.37 e_above_lowest_kcal_mol=22.9 multiplicity=1
C -15.0537 2.4889 21.7477 -0.6 0.4 -0.2 -0.01
C -15.4351 1.3248 20.9032 -0.5 0.2 0.8 -0.38
C -16.2974 1.7428 19.7681 -1.6 -0.7 -2.0 -0.16
O -16.1479 0.8209 18.6887 0.3 -0.5 0.9 -0.21
C -17.0706 0.9905 17.6388 0.4 -0.4 -2.1 -0.07
N -14.2699 0.6449 20.4137 3.1 -1.6 -0.5 0.22
H -13.4403 1.2178 20.1856 -0.6 0.2 -0.3 0.20
H -13.8731 -0.0626 21.0519 -0.4 0.4 0.1 0.20
H -14.5482 0.1120 19.5938 -0.1 -0.1 -0.9 0.16
H -14.5418 2.1352 22.6387 0.0 0.5 0.2 0.10
H -16.0248 2.9665 21.9560 0.7 0.3 0.5 0.11
H -14.4444 3.1594 21.1161 -0.1 0.0 0.6 0.10
H -15.9122 0.5421 21.4707 -0.7 0.0 0.3 0.17
H -16.0662 2.6606 19.2602 0.3 1.2 0.7 0.13
H -17.3506 1.7565 20.1056 0.4 0.2 0.0 0.16
H -17.4479 2.0134 17.4858 0.4 -0.2 0.4 0.08
H -17.9041 0.3213 17.7369 -0.6 -0.3 0.4 0.09
H -16.5671 0.6515 16.6894 -0.3 0.6 0.9 0.12
C -14.3146 7.1004 17.5856 -1.3 0.2 0.0 -0.01
C -15.6710 6.7123 18.3113 1.8 0.5 -0.7 -0.39
C -15.4334 6.7221 19.8141 1.0 1.9 0.2 -0.22
O -16.6590 6.4695 20.4411 -0.4 -0.6 -0.4 -0.21
C -16.7446 6.9937 21.7240 0.4 0.5 1.2 -0.12
N -16.8301 7.4976 17.8696 -0.4 0.9 -0.1 0.05
H -16.7567 8.5247 17.9679 0.8 -0.6 -0.5 0.13
H -17.7457 6.8971 16.6031 -1.4 0.1 -1.7 0.13
H -17.5440 7.3521 18.5552 -0.7 -0.6 0.7 0.08
H -13.5356 6.4322 17.9460 0.1 -0.1 -0.3 0.08
H -14.0153 8.1233 17.8258 -0.1 0.0 0.4 0.08
H -14.3644 7.1107 16.4811 -0.2 -0.5 0.6 0.07
H -15.9423 5.6997 18.0651 0.1 -0.5 -0.2 0.10
H -15.0746 7.7724 20.1402 -0.3 -1.4 -0.5 0.15
H -14.6033 5.9978 20.0747 -0.9 0.5 -0.1 0.14
H -15.9361 6.5751 22.3447 -0.2 0.2 0.1 0.09
H -17.6905 6.7349 22.1905 -0.2 -0.2 -0.2 0.09
H -16.6741 8.0998 21.7508 0.1 -0.4 -0.2 0.10
C -21.8281 3.3560 16.3655 0.8 -0.7 -0.5 -0.03
C -22.3834 4.7233 16.1327 0.4 1.5 1.1 -0.28
C -23.5133 5.2021 17.0825 0.5 -0.5 -0.2 -0.21
O -24.4807 4.2184 17.1849 -0.2 -0.5 -0.2 -0.16
C -25.6633 4.6937 17.7867 -0.1 1.3 -0.7 -0.08
N -21.2264 5.6982 16.4255 -1.0 1.3 -0.2 0.20
H -20.7730 5.6128 17.3478 -0.4 -0.3 -0.5 0.17
H -20.4882 5.6525 15.6983 -0.2 -0.2 -0.1 0.09
H -21.6058 6.6763 16.3527 0.4 -0.6 -0.1 0.14
H -21.5653 3.2080 17.4128 -0.1 0.0 0.1 0.10
H -20.8937 3.2126 15.7709 -0.6 0.2 0.4 0.09
H -22.5060 2.5712 16.0584 -0.3 -0.1 0.1 0.09
H -22.6912 4.9270 15.1162 0.2 -0.1 -0.4 0.13
H -23.9977 6.1365 16.7400 0.6 0.0 0.0 0.13
H -23.0152 5.3373 18.0529 -0.3 0.4 0.3 0.14
H -25.4701 5.2630 18.6829 0.2 -0.2 0.7 0.09
H -26.3168 3.8808 17.9502 -0.5 -0.9 0.4 0.08
H -26.2026 5.4132 17.1476 0.2 -0.2 -0.3 0.10
C -17.8886 10.3582 13.1408 0.1 -0.3 0.8 -0.03
C -19.3432 9.9160 13.4029 -0.3 -0.6 -1.1 -0.36
C -19.8385 8.7722 12.4816 0.5 -1.2 1.3 -0.24
O -19.8548 9.0595 11.1418 0.0 0.7 -1.3 -0.15
C -20.7877 8.3333 10.3404 -0.5 1.2 0.3 -0.06
N -19.6505 9.4337 14.7610 -0.7 0.8 -0.1 0.05
H -19.4827 10.1687 15.4170 0.0 0.7 0.4 0.09
H -21.3784 8.8778 15.0077 -0.3 -0.9 -0.2 0.10
H -19.0759 8.6864 15.0891 0.6 -0.8 -0.3 0.05
H -17.5556 10.2533 12.1100 -0.3 -0.1 -0.1 0.08
H -17.1941 9.8004 13.7814 -0.1 -0.3 -0.2 0.07
H -17.7154 11.3848 13.4497 -0.2 0.3 -0.1 0.07
H -20.0204 10.7408 13.1910 0.0 0.2 0.2 0.13
H -20.8049 8.4024 12.8546 -0.2 0.5 -0.2 0.10
H -19.1717 7.9044 12.6669 0.2 0.0 0.0 0.12
H -21.7440 8.3080 10.8847 0.1 -0.1 -0.2 0.07
H -20.4711 7.3312 10.1099 0.4 -0.6 0.0 0.07
H -20.9440 8.8759 9.3838 0.3 -0.2 0.7 0.11
C -18.2627 5.7295 14.8898 -1.1 -0.2 0.1 -0.30
O -19.5092 5.3000 14.3649 0.4 -0.1 0.5 -0.16
O -18.5521 6.7496 15.8338 2.3 -1.0 0.7 -0.07
C -17.5966 4.5067 15.5443 -0.1 0.9 0.8 -0.52
F -18.2931 4.0925 16.6405 -0.1 0.1 0.0 0.10
F -17.5626 3.4522 14.7321 0.8 0.5 0.2 0.18
F -16.3855 4.9040 16.0251 -0.5 -1.1 -0.8 0.13
C -19.5263 4.9536 12.9455 -1.7 0.2 1.5 -0.17
C -20.9397 5.2218 12.5317 -0.7 -1.6 -1.0 -0.06
H -21.6679 4.5540 13.0240 0.4 0.0 -0.1 0.08
H -21.2608 6.2025 12.7634 -0.1 1.2 0.0 0.05
H -21.0299 5.0165 11.4482 -0.1 0.3 0.4 0.10
H -19.3080 3.9017 12.8217 0.6 0.0 -0.2 0.13
H -18.8923 5.6596 12.4762 1.0 0.2 -0.8 0.11
H -17.7077 5.9796 13.9882 0.9 0.7 0.4 0.16
C -11.3711 4.5724 11.8051 2.3 -1.8 5.0 -0.39
O -12.5168 4.8682 12.9428 1.0 -0.4 -1.7 -0.16
O -10.2476 4.7841 12.4118 -0.7 -0.9 -1.2 -0.16
C -11.6902 2.9387 11.6294 2.7 1.9 -0.9 -0.51
F -12.8885 2.5096 11.2338 -0.4 0.0 0.0 0.11
F -10.7639 2.5014 10.6710 -1.1 0.0 0.5 0.04
F -11.3546 2.2839 12.7527 -0.5 0.1 -0.2 0.11
C -13.2332 5.9255 12.4688 -1.7 -0.5 0.4 -0.41
C -14.0723 6.3449 13.6483 -0.3 0.6 -0.2 -0.11
H -14.8184 7.0823 13.3698 -0.6 0.1 0.0 0.05
H -14.4945 5.4572 14.1146 -0.2 0.0 0.0 0.06
H -13.4181 6.8356 14.3442 0.4 0.1 0.6 0.05
H -13.8895 5.6091 11.6434 -0.2 0.1 -0.2 0.11
H -12.6835 6.7769 12.0853 0.7 0.3 0.0 0.11
H -11.4422 5.3026 11.0465 -1.5 0.2 -1.9 0.11
C -23.3651 8.7092 14.8048 -1.4 -0.5 -1.5 -0.35
O -23.6955 8.4583 13.4254 0.6 -0.1 1.2 -0.09
O -22.1648 8.2259 15.1545 2.6 0.2 0.6 -0.01
C -23.4561 10.2199 14.8570 -1.1 0.4 1.4 -0.58
F -23.4605 10.6798 16.1467 -0.7 -0.4 -0.3 0.13
F -22.4242 10.8148 14.3371 1.3 0.4 -1.3 0.20
F -24.5624 10.6064 14.2106 0.1 0.4 0.7 0.17
C -24.6415 7.4421 13.1369 0.8 0.3 -0.6 -0.26
C -24.8500 7.4558 11.6341 -0.8 0.2 0.6 -0.05
H -23.9056 7.4332 11.0908 -0.1 -0.3 0.1 0.07
H -25.4529 6.5595 11.5218 0.0 -0.2 -0.9 0.08
H -25.4368 8.3217 11.2946 0.2 -0.2 0.2 0.09
H -25.5777 7.6113 13.6757 0.0 -0.1 0.0 0.13
H -24.2207 6.4548 13.3643 -0.1 0.0 0.4 0.11
H -24.0546 8.2106 15.4951 -0.7 0.5 -0.3 0.16

---

115
Properties=species:S:1:pos:R:3:forces:R:3:lowdin_charge:R:1 method="wB97M-V/def2-TZVPD" total_charge=+1 orbital_gap_ev=7.10 e_above_lowest_kcal_mol=0.0 multiplicity=1
C 4.1679 0.2480 -2.4198 -0.2 0.0 0.0 0.16
C 3.7157 -0.8263 -2.6997 0.3 -0.3 0.3 -0.13
C 3.2044 -2.1990 -2.8188 0.3 1.0 0.0 -0.16
N 1.9392 -2.2976 -2.0814 0.0 -0.5 -1.1 -0.05
C 0.7176 -2.2834 -2.5985 -0.4 0.1 0.9 -0.22
C 0.3381 -2.2414 -4.0332 -0.6 -0.2 0.0 0.02
C 0.0280 -0.8264 -4.5006 0.9 0.0 -0.5 -0.45
O 0.7351 -0.2116 -5.2212 -0.3 0.1 0.2 0.19
F -1.1102 -0.3453 -4.0213 -0.1 -0.1 0.2 0.15
N -0.1947 -2.2951 -1.6279 -0.1 -0.1 -0.5 0.24
C 0.4704 -2.3322 -0.4818 0.8 0.2 0.5 -0.37
N -0.1464 -2.3343 0.7184 -0.7 -0.5 0.1 -0.16
C -1.6297 -2.2358 0.6460 -0.1 0.0 0.3 -0.16
C -2.2630 -3.5698 0.2530 0.0 -0.1 -1.0 -0.17
O -3.6416 -3.6461 0.6215 0.2 0.7 1.1 -0.04
C -4.3869 -2.5878 0.1736 -0.2 -0.2 -1.2 -0.32
O -4.5219 -2.3735 -0.9975 0.2 0.1 0.1 0.11
P 0.5317 -2.3939 2.2977 1.0 1.2 0.8 0.68
N 1.1433 -1.0335 2.7553 -0.1 -0.6 -0.2 -0.28
N 1.8181 -2.3394 -0.7150 -0.2 0.1 0.0 -0.35
I 3.5010 -2.3408 0.4212 0.0 -0.1 0.1 1.18
H 4.4783 1.2321 -2.1179 -0.1 0.0 -0.2 0.03
H 3.9256 -2.9287 -2.4558 -0.1 -0.1 0.1 0.10
H 3.0048 -2.4173 -3.8647 -0.2 -0.2 0.1 0.13
H 1.0795 -2.6707 -4.6969 0.2 0.1 0.0 0.13
H -0.5694 -2.8451 -4.1222 0.0 0.1 0.1 0.15
H -1.8697 -1.4271 -0.0407 -0.1 -0.1 -0.1 0.13
H -2.0082 -1.9576 1.6313 0.2 0.1 0.0 0.11
H -2.1925 -3.7290 -0.8223 0.2 0.0 0.0 0.09
H -1.7251 -4.3903 0.7269 -0.3 0.0 0.3 0.13
H -4.8723 -1.9522 0.9213 0.1 -0.5 0.5 0.14
H -0.6007 -2.7282 3.0514 -0.2 -0.3 -0.5 0.03
H 1.3950 -3.5018 2.3396 -0.3 -0.2 -0.2 -0.03
H 2.1176 -1.1146 3.0207 0.0 0.3 0.0 -0.05
C 2.4416 4.9721 -2.1550 0.1 -0.1 0.0 -0.09
C 2.4859 3.5400 -1.6665 0.0 0.2 0.1 -0.30
O 3.8330 3.0702 -1.5279 0.0 -0.1 0.1 -0.12
H 2.9501 5.0742 -3.1118 0.0 0.0 0.0 0.07
H 1.4116 5.3121 -2.2682 0.0 0.0 0.0 0.08
H 2.9471 5.6326 -1.4473 -0.1 0.0 0.0 0.06
H 2.0000 2.8700 -2.3760 0.1 -0.1 0.0 0.11
H 1.9739 3.4457 -0.7029 -0.1 0.0 0.0 0.10
H 4.2834 3.6462 -0.9015 0.0 0.1 0.0 0.09
C -7.8300 -2.1213 3.6631 0.1 0.1 0.0 -0.09
C -6.7725 -2.9148 2.9210 0.0 0.0 0.2 -0.32
O -5.4514 -2.4603 3.2292 -0.1 0.0 -0.1 -0.10
H -7.7499 -1.0612 3.4220 0.0 0.0 0.0 0.08
H -8.8312 -2.4653 3.4021 0.0 0.0 0.0 0.08
H -7.7027 -2.2251 4.7429 0.0 -0.1 0.0 0.08
H -6.8959 -2.7970 1.8445 0.0 0.0 0.0 0.10
H -6.8548 -3.9806 3.1546 0.0 0.0 -0.1 0.11
H -5.3238 -2.5695 4.1764 0.0 0.1 0.0 0.08
C 0.2021 2.9874 3.2350 0.1 0.0 -0.1 -0.10
C -1.0907 2.8961 4.0204 0.1 -0.2 0.0 -0.32
O -1.9680 1.9220 3.4579 0.0 0.0 0.0 -0.09
H -0.0024 3.2461 2.1948 0.0 0.0 0.0 0.07
H 0.8735 3.7373 3.6577 0.0 0.0 0.0 0.07
H 0.7150 2.0220 3.2398 0.0 0.0 0.0 0.05
H -1.6249 3.8445 4.0027 -0.1 0.0 0.0 0.11
H -0.8870 2.6421 5.0658 0.0 0.1 0.0 0.11
H -1.5043 1.0786 3.4806 0.0 0.0 0.0 0.06
C 4.7560 8.9818 -1.6400 -0.1 0.0 0.0 -0.08
C 4.9503 7.8838 -2.6667 -0.1 0.2 -0.1 -0.32
O 3.7316 7.5723 -3.3398 0.0 -0.1 0.0 -0.10
H 4.0060 8.6851 -0.9060 0.1 0.0 0.0 0.06
H 5.6869 9.2011 -1.1156 0.0 0.0 0.0 0.08
H 4.4073 9.8994 -2.1205 0.1 0.0 0.0 0.07
H 5.2774 6.9637 -2.1827 0.0 -0.1 0.0 0.11
H 5.7109 8.1676 -3.4014 0.1 0.0 0.1 0.11
H 3.4334 8.3685 -3.7902 0.0 0.0 0.0 0.08
C 1.0109 7.9119 2.0852 0.0 0.0 -0.1 -0.09
C 1.9282 7.0372 1.2525 0.0 0.0 0.3 -0.32
O 3.2999 7.3858 1.4439 0.0 -0.1 -0.2 -0.09
H 1.1518 8.9623 1.8335 0.0 0.0 0.0 0.08
H -0.0355 7.6472 1.9201 0.0 0.0 0.0 0.07
H 1.2287 7.8054 3.1497 -0.1 0.0 0.0 0.08
H 1.7173 7.1644 0.1910 0.1 0.0 0.0 0.10
H 1.7876 5.9782 1.5015 -0.1 0.0 -0.1 0.10
H 3.5012 7.2610 2.3764 0.0 0.1 0.0 0.08
C -1.3576 11.6373 2.6265 0.1 0.0 0.0 -0.09
C -1.1497 10.4695 3.5725 0.1 0.2 0.1 -0.32
O 0.1963 10.3937 4.0374 -0.1 -0.1 0.0 -0.09
H -0.6848 11.5581 1.7718 0.0 0.0 0.0 0.07
H -2.3852 11.6685 2.2618 0.0 0.0 0.0 0.07
H -1.1434 12.5836 3.1282 -0.1 0.0 0.0 0.07
H -1.3492 9.5276 3.0636 0.0 0.0 0.0 0.10
H -1.8301 10.5421 4.4273 -0.1 0.0 0.0 0.11
H 0.3907 11.2123 4.5042 0.0 0.0 0.0 0.08
C 2.4545 -6.4177 -0.3874 0.0 0.1 0.1 -0.09
C 2.8547 -6.5402 1.0698 -0.2 0.0 -0.1 -0.30
O 1.9318 -5.8433 1.9154 0.1 0.2 0.0 -0.12
H 2.4103 -5.3628 -0.6729 0.1 0.0 0.0 0.04
H 3.1615 -6.9310 -1.0390 0.0 0.0 0.0 0.09
H 1.4658 -6.8453 -0.5580 0.1 -0.1 -0.1 0.06
H 3.8338 -6.0952 1.2416 0.0 0.0 0.1 0.11
H 2.9024 -7.5892 1.3721 0.1 0.0 0.0 0.12
H 1.0679 -6.2491 1.7885 0.0 -0.1 0.1 0.08
C -3.8950 -7.5874 -2.8204 0.1 0.0 -0.1 -0.08
C -3.0604 -6.8101 -1.8215 -0.2 0.1 -0.1 -0.31
O -2.7007 -5.5186 -2.3107 0.1 -0.1 0.0 -0.10
H -3.3568 -7.6990 -3.7622 0.0 0.0 0.0 0.08
H -4.1418 -8.5786 -2.4379 0.0 0.0 0.0 0.08
H -4.8275 -7.0611 -3.0330 0.0 0.0 0.0 0.08
H -2.1232 -7.3308 -1.6213 0.1 0.0 0.1 0.09
H -3.5953 -6.7045 -0.8720 0.0 -0.1 0.0 0.11
H -3.5169 -5.0321 -2.4740 0.0 0.1 0.0 0.09
C -0.5633 -10.6528 -2.9626 0.0 0.1 0.0 -0.08
C 0.2681 -9.9991 -1.8761 -0.2 0.1 -0.1 -0.31
O 0.6423 -8.6638 -2.2254 0.0 0.0 0.1 -0.10
H -0.0143 -10.6670 -3.9042 0.0 0.0 0.0 0.08
H -0.8236 -11.6768 -2.6937 0.0 0.0 0.0 0.08
H -1.4896 -10.0961 -3.1284 0.0 0.0 0.0 0.06
H 1.1974 -10.5451 -1.7241 0.0 0.0 0.0 0.11
H -0.2791 -9.9904 -0.9274 0.0 -0.1 0.0 0.11
H -0.1685 -8.1639 -2.3619 0.0 0.0 -0.1 0.05

---

| no. | HOMO (eV) |
| --- | --- |
| 1 | -6.7052 |
| 2 | -11.4779 |